Below is a structure of composition C14H17F3NO7S2 at a distorted geometry, with properties calculated with ωB97M-V/def2-TZVPD.

Properties
Kohn-Sham gap: 5.61 eV
ΔE to the lowest compared entry with this formula, charge and spin: 5.9 kcal/mol
total charge: -1

Each line ends with the Mulliken charge.
Geometry (Å):
1 S 1.0591 0.4356 0.8161  -0.175
2 S -2.8408 2.5235 -0.6056  1.113
3 F 1.3974 2.1316 -1.6041  -0.199
4 F 3.0299 2.3257 -0.1935  -0.252
5 F 1.1266 3.0680 0.4071  -0.214
6 O -4.1758 1.9431 -0.6903  -0.763
7 O -1.1409 -2.0637 0.5129  -0.563
8 O 0.7744 -2.9348 1.3086  -0.254
9 O -2.8153 3.9285 -0.2231  -0.786
10 O -0.3004 -1.4739 -2.0717  -0.545
11 O 1.9525 -1.3643 -2.2825  -0.287
12 O 2.4160 -1.2749 0.4191  -0.360
13 N -2.0713 2.2860 -1.8878  -0.194
14 C -0.9170 0.3503 2.6276  0.201
15 C -2.2386 2.7798 2.0709  -0.408
16 C -1.4941 0.6526 1.3009  0.360
17 C -2.0856 1.8976 1.0139  -0.615
18 C -1.7290 2.2585 -3.2311  -0.832
19 C 0.8072 -1.3813 -1.5845  0.021
20 C 1.0724 -1.0934 -0.0819  1.989
21 C 3.2571 -2.3712 0.1404  -0.858
22 C -1.6938 2.5220 3.3314  -0.694
23 C 1.7185 2.0484 -0.2796  0.747
24 C 0.0543 -3.8739 2.1275  -0.742
25 C 1.8884 -1.6473 -3.7106  -0.745
26 C -1.0220 1.3192 3.6278  -0.644
27 C 0.0826 -2.0740 0.5519  -0.170
28 H 0.9242 -1.3529 -4.1561  0.329
29 H 2.6230 -3.2450 0.0080  0.325
30 H 3.8351 -2.1102 -0.7516  0.223
31 H -2.8457 3.6566 1.9006  0.443
32 H -0.6289 -4.4533 1.4910  0.325
33 H -0.9272 2.9731 -3.3946  0.262
34 H -1.3177 1.2787 -3.4695  0.118
35 H -2.5509 2.4972 -3.9032  0.341
36 H 3.8833 -2.4145 1.0480  0.278
37 H 2.0574 -2.7275 -3.8879  0.273
38 H 0.8955 -4.4669 2.5061  0.248
39 H -0.2922 -0.5575 2.8158  0.116
40 H 2.7042 -1.0496 -4.1236  0.255
41 H -0.4909 -3.3240 2.9140  0.270
42 H -1.5809 -0.0942 0.4948  0.409
43 H -0.5407 1.1845 4.6132  0.331
44 H -1.8597 3.2873 4.0852  0.322